ORCA calculation (the ωB97M-V functional and the def2-TZVPD basis) on a structure of composition C39H52BaF3N6O7P at a distorted geometry.

Each line ends with the Löwdin charge.
Positions of all 109 atoms, in Å:
Ba: 0.419 0.895 -0.532  2.031
P: 0.823 -1.877 -3.446  0.917
F: 7.387 -0.311 2.001  0.119
F: 6.017 -1.596 0.939  0.057
F: 7.770 -0.795 -0.075  0.133
O: 2.374 1.474 -1.652  -0.284
O: 0.469 2.491 -2.196  -0.290
O: -7.233 -0.517 -0.463  0.067
O: -3.305 4.167 -0.778  0.131
O: 0.185 4.510 -0.466  -0.149
O: -1.776 2.749 0.038  -0.009
O: 1.059 -1.191 0.625  -0.305
N: 2.132 -2.894 1.654  0.031
N: 3.343 -1.226 0.632  0.223
N: -2.646 -0.308 -1.004  0.039
N: -6.250 -1.741 1.161  -0.053
N: 0.437 1.788 2.669  -0.193
N: -0.045 2.329 5.112  -0.164
C: 6.797 -0.462 0.788  -0.551
C: 1.345 1.026 3.535  -0.149
C: 0.628 3.228 2.902  -0.138
C: 1.182 -4.022 -5.312  -0.099
C: 3.306 -3.696 1.947  -0.067
C: 6.252 1.398 -0.827  -0.026
C: -4.942 -0.943 -0.783  -0.119
C: 1.065 1.376 5.024  -0.149
C: -3.826 -1.198 -2.884  -0.035
C: 4.319 2.840 -0.451  -0.268
C: -4.972 -1.324 -2.120  0.007
C: 2.244 3.842 -1.339  -0.192
C: 3.450 3.876 -0.764  0.052
C: 1.692 2.538 -1.829  -0.778
C: -0.951 1.431 2.997  -0.168
C: -5.105 -2.402 1.780  -0.205
C: 6.002 0.704 0.363  -0.181
C: -8.008 -0.648 2.570  -0.070
C: 4.125 2.149 0.791  -0.051
C: -2.678 -0.704 -2.280  -0.142
C: 5.450 2.446 -1.224  -0.030
C: 2.537 -1.775 -2.764  -0.267
C: -1.091 4.944 -0.753  -0.139
C: 2.141 -1.743 0.950  -0.620
C: 1.248 -2.656 -5.050  -0.406
C: 0.320 3.554 4.390  -0.143
C: 4.939 1.112 1.169  -0.086
C: -2.053 3.823 -0.446  -0.469
C: 1.231 4.941 -1.367  -0.148
C: -3.764 -0.414 -0.286  -0.100
C: 0.236 -3.320 -2.459  -0.302
C: 2.069 -2.294 -7.300  -0.086
C: -4.609 -1.698 3.039  -0.072
C: -6.226 -1.036 -0.002  -0.417
C: -7.555 -1.892 1.813  -0.196
C: 1.999 -3.659 -7.550  -0.094
C: -1.231 1.735 4.494  -0.155
C: 1.552 -4.519 -6.558  -0.089
C: 1.687 -1.798 -6.062  -0.111
H: -5.894 -1.703 -2.542  0.128
H: -7.483 -2.747 2.485  0.117
H: 3.864 -3.945 1.041  0.092
H: -8.286 -2.119 1.040  0.119
H: 2.372 1.269 3.253  0.105
H: 0.817 5.064 -2.372  0.122
H: 3.976 -3.185 2.643  0.090
H: -1.090 0.367 2.773  0.112
H: 5.650 2.969 -2.151  0.109
H: -3.711 -0.033 0.730  0.114
H: -0.678 -3.735 -2.887  0.038
H: 2.987 -4.623 2.415  0.087
H: -3.817 -1.473 -3.931  0.111
H: -1.388 5.823 -0.168  0.146
H: -4.397 -0.646 2.836  0.066
H: -1.751 -0.616 -2.841  0.060
H: 3.400 -0.352 0.125  0.093
H: -7.295 -0.373 3.349  0.064
H: 3.143 -2.617 -3.098  0.053
H: -5.403 -3.423 2.029  0.119
H: 1.219 -3.287 1.795  0.139
H: 1.938 1.828 5.498  0.115
H: 2.477 -1.774 -1.675  0.001
H: 0.012 -2.961 -1.451  0.019
H: 1.486 -5.583 -6.752  0.101
H: -3.890 3.419 -0.589  0.131
H: -3.694 -2.173 3.400  0.077
H: 2.291 -4.049 -8.518  0.101
H: 1.720 -0.728 -5.873  0.103
H: 1.655 3.484 2.640  0.111
H: -1.477 0.826 5.047  0.111
H: 4.211 -1.632 0.939  0.066
H: 1.188 3.988 4.886  0.114
H: 0.833 -4.713 -4.553  0.087
H: 0.797 0.486 5.598  0.112
H: 0.998 -4.100 -2.393  0.041
H: -0.505 4.261 4.482  0.114
H: 1.185 -0.038 3.338  0.108
H: 2.410 -1.615 -8.072  0.103
H: 7.092 1.099 -1.443  0.112
H: -8.978 -0.833 3.038  0.077
H: -2.063 2.432 4.612  0.114
H: -1.607 2.002 2.341  0.092
H: -8.115 0.186 1.878  0.072
H: 3.312 2.472 1.434  0.087
H: 3.005 -0.838 -3.070  0.038
H: -5.353 -1.747 3.837  0.070
H: -0.026 3.768 2.218  0.107
H: 4.762 0.598 2.111  0.116
H: 1.660 5.884 -1.033  0.122
H: -1.227 5.195 -1.810  0.146
H: -4.302 -2.471 1.053  0.106

Summary:
2S+1: 1
E_HOMO (hartree): -0.208
Energy above the lowest of the compared OMol25 structures with the same formula, charge and spin (kJ/mol): 94.8
Gap between HOMO and LUMO (eV): 5.51